# 1
Below is a structure of composition C39H22Cl5F9HoN2O2P at a distorted geometry, with properties calculated with the ωB97M-V functional and the def2-TZVPD basis.

Element x y z (Å)
Ho  1.069605  0.035192  -1.592793
C  3.067253  -1.317275  -0.918051
C  2.915466  -1.563436  -2.329430
C  2.131587  -2.666616  -2.860261
C  1.875484  -2.829989  -4.222802
C  2.321391  -1.848407  -5.128665
C  3.023861  -0.741910  -4.692045
C  3.230062  -0.588902  -3.316406
C  1.883792  -1.863312  -6.494559
N  1.574759  -1.740982  -7.598834
H  3.853129  -0.659461  -0.618019
H  2.849420  -2.139268  -0.243932
H  1.747871  -3.385518  -2.110113
H  1.226684  -3.623860  -4.606895
H  3.278374  0.057592  -5.344233
H  3.786238  0.300065  -3.045188
Cl  -0.412558  1.146216  -4.111841
C  -1.491850  -0.097699  -3.433344
C  -0.980235  -0.852686  -2.396561
C  -1.733180  -1.874413  -1.910382
Cl  -1.044250  -2.946371  -0.677500
C  -3.059721  -2.146945  -2.326479
Cl  -4.043173  -3.312245  -1.594963
C  -3.508879  -1.430858  -3.419342
Cl  -5.071550  -1.801036  -3.952688
C  -2.707625  -0.436549  -4.007973
Cl  -3.314731  0.383413  -5.370779
F  -0.591012  6.054817  4.217867
C  0.423082  5.617199  3.388655
F  0.399943  6.445737  2.309703
F  1.548071  5.901106  4.027743
C  0.292427  4.150183  3.026038
C  -0.806013  3.448796  3.385769
C  -0.826177  2.163560  2.843254
C  0.204336  1.570199  2.130199
C  1.352951  2.323699  1.848347
C  1.395458  3.621279  2.339460
P  0.074499  -0.077870  1.369924
C  0.891896  -1.316642  2.494752
C  1.301018  -2.451956  1.875036
C  1.896993  -3.443908  2.669380
C  2.050630  -3.330717  4.051872
C  1.694533  -2.123343  4.640273
C  1.107759  -1.124050  3.879500
C  2.604537  -4.522041  4.866191
F  3.462181  -5.245000  4.034661
F  1.646634  -5.341891  5.234815
F  3.244889  -4.087117  5.927205
C  -1.687838  -0.442172  1.477283
C  -2.514520  0.085711  0.492059
C  -3.896932  -0.227094  0.545710
C  -4.388483  -1.049509  1.526962
C  -3.560970  -1.473999  2.552174
C  -2.219244  -1.191719  2.511386
C  -5.878497  -1.477442  1.494289
F  -6.491141  -1.228485  0.335725
F  -6.001600  -2.744188  1.771369
F  -6.553237  -0.822545  2.475946
H  -1.593882  3.899622  3.937098
H  -1.723668  1.594242  2.960158
H  2.220748  1.946422  1.278086
H  2.330982  4.176984  2.171981
H  1.238255  -2.578612  0.785900
H  2.269420  -4.337194  2.200341
H  1.850536  -1.861264  5.664590
H  0.727917  -0.257585  4.407504
H  -2.181751  0.653344  -0.378533
H  -4.569271  0.145659  -0.230194
H  -3.913507  -2.106832  3.330398
H  -1.555480  -1.477152  3.292111
O  3.578490  3.195024  -3.107328
C  2.447945  3.274434  -2.723430
C  1.443958  4.382267  -3.077175
C  0.208975  4.054560  -2.202812
C  0.577475  2.704324  -1.672276
O  -0.223229  1.986490  -1.029700
N  1.801488  2.310494  -1.927749
H  1.180523  4.413382  -4.170493
H  1.957613  5.310836  -2.894327
H  -0.810356  4.069319  -2.636626
H  0.093404  4.785892  -1.397007

Cartesian forces, eV/Å:
0.09 0.65 0.49
-1.06 -0.28 -0.79
-0.29 -0.84 -0.82
0.09 -0.12 0.53
-0.18 0.64 0.74
-0.38 -0.34 -0.38
-0.82 -0.55 1.58
0.74 0.38 -0.11
0.18 0.13 -0.58
0.00 -0.23 0.37
0.50 0.36 0.17
0.28 0.02 -0.18
0.23 0.28 -0.72
0.39 0.15 0.34
0.28 0.38 -0.53
0.06 0.12 0.34
-0.52 -0.51 -0.02
-0.18 -0.82 -0.16
0.75 0.26 0.00
-1.14 -0.94 0.42
-0.07 0.33 -0.26
1.72 0.43 0.02
-0.10 -0.46 0.47
0.35 0.19 0.35
-0.68 0.28 -0.78
-0.32 0.39 0.01
-0.07 0.35 -0.48
0.58 -0.60 -0.77
-1.10 0.98 0.48
-0.16 -0.65 0.18
0.66 -0.17 0.27
1.95 2.17 0.16
0.51 -1.20 -1.40
-0.75 -0.64 0.47
0.34 0.32 -0.26
0.19 0.37 0.47
0.46 -0.48 -0.48
0.71 -0.35 -0.27
-0.89 2.24 0.67
1.07 -1.51 0.12
-0.10 -0.40 -0.01
0.16 -0.13 -0.48
-0.26 0.43 -0.27
-0.41 -0.53 -0.70
0.31 1.14 -2.84
-0.61 0.59 1.36
-0.48 -0.64 0.41
0.63 -0.23 0.63
0.07 0.56 -0.56
-1.55 -0.47 -0.17
0.86 0.52 -0.79
-1.22 -0.05 -0.22
0.06 -0.48 -0.22
-0.07 0.58 -0.18
1.25 1.61 0.79
0.11 0.12 -0.05
-0.14 -1.72 0.06
-0.09 0.21 -0.27
-0.59 0.06 0.28
-0.42 -0.37 0.24
-0.65 0.02 0.35
-0.79 0.12 0.13
-0.13 0.00 0.75
-0.04 -0.25 -0.16
0.14 -0.46 0.63
0.19 0.23 -0.29
0.27 0.00 0.52
0.27 -0.13 0.17
-0.47 -0.33 0.53
0.22 -0.54 0.56
0.41 0.03 0.00
-0.88 -0.45 -0.56
-0.67 -0.16 -0.83
0.06 0.97 -0.22
-1.33 1.02 0.67
-0.01 -0.74 0.12
1.07 -0.41 -0.28
0.48 -0.42 0.95
-0.14 0.55 0.30
0.78 -0.32 -0.32
0.29 -0.27 0.30

Results
- HOMO energy (spin up / spin down): -8.0999 / -8.1030 eV
- E_LUMO (spin up / spin down): -0.39 / -0.33 eV
- F_max: 3.07 eV/A
- ⟨S²⟩: 6.004
- Spin multiplicity: 5
- Calculated total energy: -170035.3658 eV
- Gap between HOMO and LUMO (spin up / spin down): 0.2833 / 0.2856 hartree


# 2
Below is a structure of composition C39H24F15GaNO2S3Sb at a distorted geometry, with properties calculated with the ωB97M-V functional and the def2-TZVPD basis.

Element x y z (Å)
Ga  -1.385923  1.431482  0.024067
C  3.302850  -1.134845  -4.402977
C  2.135413  -0.653899  -3.576190
C  0.916237  -1.354334  -3.564702
C  -0.217813  -0.822085  -2.991713
C  -0.135010  0.371199  -2.264602
N  -1.318840  1.017939  -1.875789
C  -2.391484  1.249041  -2.718043
C  -2.255576  0.959946  -4.103041
C  -3.383913  0.612768  -4.818668
C  -4.676799  0.737238  -4.238642
C  -5.915955  0.295340  -4.985606
C  -4.792780  1.342772  -2.978521
C  -3.658453  1.699232  -2.256916
C  -3.783074  2.644904  -1.057887
O  -2.646123  2.799983  -0.278795
C  -4.954082  2.191991  -0.047629
F  -6.176150  2.150119  -0.697443
F  -5.036424  3.132044  0.942317
F  -4.702202  0.969868  0.520832
C  -4.121415  4.055392  -1.702619
F  -3.137956  4.344934  -2.614230
F  -4.101661  4.964743  -0.718585
F  -5.345382  4.064021  -2.337373
C  1.130709  0.996316  -2.077012
C  2.221596  0.513768  -2.809052
C  1.256324  2.203030  -1.153846
O  0.306415  2.326978  -0.186589
C  1.208026  3.494356  -2.056459
F  -0.006364  3.669202  -2.618452
F  1.538545  4.609307  -1.304397
F  2.132405  3.404834  -3.078806
C  2.618805  2.109606  -0.355173
F  2.572659  2.870519  0.753613
F  3.714191  2.456937  -1.089130
F  2.779388  0.793581  0.074911
H  3.051976  -2.090643  -4.877465
H  4.255451  -1.217021  -3.855050
H  3.525324  -0.409793  -5.190303
H  0.853199  -2.295629  -4.103276
H  -1.173064  -1.330727  -3.088971
H  -1.285237  0.876932  -4.557284
H  -3.310477  0.258916  -5.849239
H  -5.614262  -0.094709  -5.988923
H  -6.623715  1.098472  -5.136042
H  -6.484338  -0.513182  -4.444786
H  -5.795469  1.545522  -2.605715
H  3.151889  1.078374  -2.781533
S  -2.923226  -1.109800  3.456380
C  -2.218624  -0.252654  2.216088
S  -1.385291  1.270097  2.465236
S  -2.184341  -0.771313  0.562188
F  -0.610859  -2.609428  8.046462
C  -0.224309  -2.138737  6.842848
C  -0.782082  -0.963705  6.381080
C  -0.355314  -0.396050  5.167037
C  0.573318  -1.057607  4.392291
C  1.098279  -2.267592  4.850342
C  0.686452  -2.830133  6.072338
Sb  1.299248  -0.217812  2.519705
C  3.399176  -0.400386  3.062494
C  4.053234  0.742528  3.452592
C  5.392396  0.682089  3.959817
C  6.011661  -0.551279  4.027703
F  7.290290  -0.640857  4.495958
C  5.377877  -1.715763  3.628199
C  4.050370  -1.653047  3.185235
C  1.315514  -2.108675  1.462661
C  0.228597  -2.941773  1.531508
C  0.132093  -4.073228  0.730320
C  1.148963  -4.349532  -0.170085
F  1.091150  -5.413846  -1.017548
C  2.327540  -3.608430  -0.205830
C  2.396171  -2.436900  0.616594
H  -1.514697  -0.446938  6.988748
H  -0.819049  0.536385  4.758525
H  1.774867  -2.850584  4.244955
H  1.078072  -3.798128  6.387793
H  3.543521  1.699395  3.401344
H  5.910992  1.597505  4.266668
H  5.936939  -2.659072  3.630613
H  3.502613  -2.545773  2.872773
H  -0.566648  -2.753580  2.239795
H  -0.754279  -4.687898  0.778866
H  3.198787  -3.916933  -0.759352
H  3.279135  -1.785287  0.579393

Cartesian forces, eV/Å:
0.01 0.31 -0.05
0.16 0.13 -0.03
-0.25 0.12 0.52
0.60 0.16 -0.51
0.54 -0.17 0.48
-0.47 0.97 -0.99
-0.51 0.42 0.00
1.70 -0.77 0.10
-1.01 -0.34 0.22
-1.19 0.49 0.33
0.40 -0.10 -0.13
0.21 -1.14 -0.17
0.40 -0.24 -1.17
-0.23 -0.30 0.47
0.26 -0.93 0.77
-1.04 0.16 -0.45
0.77 0.57 -0.53
0.69 -0.17 1.45
-0.43 -1.27 -0.63
-0.74 1.88 -0.84
0.71 -1.40 0.55
-1.41 0.26 0.83
-0.34 0.49 -1.00
1.36 0.65 0.53
-0.48 -0.81 -0.56
-0.24 -0.37 0.12
-0.56 0.40 0.13
0.08 -0.30 0.27
0.64 0.06 0.40
1.22 0.08 0.58
-0.52 -0.99 -1.16
-0.82 0.55 0.66
-0.63 -0.55 0.17
0.61 -0.41 -0.80
-0.36 -0.27 0.83
0.37 1.61 -0.61
0.23 0.13 0.10
-0.43 -0.21 0.11
-0.14 -0.04 -0.17
-0.01 0.01 0.00
0.12 0.18 0.07
0.24 -0.10 0.08
0.07 0.11 0.18
-0.38 0.20 0.69
-0.19 0.38 -0.10
0.60 0.58 -0.49
0.45 0.03 -0.16
-0.11 -0.28 -0.02
-0.06 -0.07 -0.26
-0.04 0.25 0.18
-1.09 0.24 -0.47
0.21 0.19 0.08
-0.05 -0.29 0.26
-0.10 0.61 -0.86
0.24 0.78 -0.03
-0.80 0.34 0.26
0.93 -0.35 -0.45
-0.77 -0.33 0.77
0.58 -0.19 -0.51
0.42 -0.13 -0.06
-0.21 -1.39 0.42
1.67 0.01 0.66
-0.87 0.33 -0.35
-0.30 0.38 -0.11
-0.13 0.08 -0.09
-0.43 -0.63 -0.29
0.48 0.87 -0.07
1.28 0.65 -0.24
-0.33 -0.78 0.01
0.00 -0.09 -0.52
0.94 0.31 0.24
-0.36 -0.10 0.24
-0.35 1.54 1.43
-0.71 -0.96 -0.65
-0.06 -0.08 -0.01
0.42 -0.92 0.76
0.16 0.04 -0.10
-0.10 0.28 0.04
0.13 0.05 -0.05
-0.14 -0.46 -0.08
-0.27 0.35 0.18
0.46 0.17 0.18
-0.20 0.14 -0.02
-0.02 -0.13 -0.09
-0.12 -0.07 -0.41
-0.36 -0.41 -0.06

Results
- HOMO energy: -2.0484 eV
- Total charge: -2
- E_LUMO: 4.12 eV
- F_max: 2.19 eV/A
- Spin multiplicity: 1
- Calculated total energy: -178605.0391 eV
- Gap between HOMO and LUMO: 0.2267 hartree


# 3
Below is a structure of composition C39H26BrClILaN6O5 at a distorted geometry, with properties calculated with the ωB97M-V functional and the def2-TZVPD basis.

Element x y z (Å)
La  0.110345  0.062716  -1.024806
I  0.037945  -0.685884  2.087694
C  1.343945  1.000616  2.553194
C  1.579945  1.203216  3.883294
C  2.373845  2.284116  4.290094
C  2.919345  3.107516  3.350094
C  2.718045  2.876316  1.974194
C  3.346945  3.700116  1.020994
C  3.199345  3.451416  -0.312906
C  2.386445  2.390316  -0.740106
C  1.690945  1.558316  0.128494
C  1.891645  1.796516  1.522194
H  1.163545  0.532916  4.618094
H  2.543545  2.443916  5.343494
H  3.530445  3.947216  3.646094
H  3.964945  4.513916  1.368094
H  3.696245  4.074116  -1.043506
H  2.309545  2.234216  -1.815706
Br  -1.085455  -6.687784  4.948194
C  -2.042955  -6.452584  3.321294
C  -2.179955  -7.523584  2.450694
C  -2.912855  -7.364184  1.294894
C  -3.493455  -6.125684  0.989294
C  -3.310755  -5.050584  1.870894
C  -2.596455  -5.214484  3.037494
N  -4.386155  -6.061584  -0.065206
N  -4.617555  -5.080584  -0.777406
C  -3.870755  -3.933784  -0.879706
C  -4.596655  -2.748984  -0.993606
C  -3.984655  -1.513384  -0.961006
C  -2.590955  -1.378284  -0.884006
O  -2.016855  -0.231184  -0.737106
C  -1.811855  -2.596684  -0.970506
N  -0.467455  -2.455484  -1.094706
C  0.278945  -3.539384  -1.147806
C  -0.254355  -4.833384  -1.133806
C  -1.613655  -5.000984  -1.060606
C  -2.445255  -3.872784  -0.942406
H  -1.712155  -8.469084  2.675794
H  -3.037455  -8.186084  0.606794
H  -3.758255  -4.091284  1.649494
H  -2.447955  -4.379584  3.706094
H  -5.672255  -2.825084  -1.019906
H  -4.582155  -0.616684  -0.979006
H  1.353245  -3.395684  -1.213006
H  0.403245  -5.684084  -1.205206
H  -2.035255  -5.995084  -1.116206
O  -0.229455  4.224616  -5.649406
C  -0.628255  4.861716  -4.572906
O  -0.959755  6.022416  -4.589606
C  -0.635155  4.105016  -3.277806
C  -0.855355  4.703516  -2.037206
Cl  -1.295255  6.294916  -1.669506
N  -0.741955  3.746216  -1.086706
N  -0.496455  2.556816  -1.647806
C  -0.410155  2.740816  -2.960306
C  0.013445  1.557716  -3.817906
O  0.199845  1.746516  -5.022206
O  0.189345  0.474316  -3.201206
C  -0.681155  3.881216  0.312794
C  -1.250355  2.894416  1.111394
C  -1.171655  3.014116  2.488294
C  -0.528055  4.099516  3.062794
C  0.059945  5.061916  2.257494
C  -0.003955  4.952916  0.881394
H  -0.028055  3.243616  -5.506006
H  -1.774355  2.065216  0.647994
H  -1.621455  2.258016  3.115994
H  -0.488655  4.197916  4.136994
H  0.570445  5.904616  2.699494
H  0.469645  5.688916  0.252194
C  5.271945  0.702416  -2.420206
C  4.935645  -0.305884  -1.314706
C  3.559745  -0.701784  -1.326006
N  2.447545  -0.983084  -1.278106
H  6.311445  1.006516  -2.319806
H  4.643445  1.584916  -2.335606
H  5.127245  0.267516  -3.405906
H  5.120745  0.148416  -0.334506
H  5.560145  -1.199584  -1.412106

Cartesian forces, eV/Å:
1.63 0.08 0.03
0.72 0.66 0.81
-0.38 -0.63 0.30
-0.28 -0.37 -0.24
0.14 0.20 -0.06
-0.02 -0.04 0.25
-0.17 -0.23 -0.01
0.06 0.02 -0.20
0.12 0.14 0.07
-0.32 -0.51 0.39
0.87 0.84 1.07
0.38 0.34 -0.28
-0.08 -0.03 0.10
0.04 0.05 0.10
0.10 0.10 0.05
0.08 0.14 0.05
0.09 0.10 -0.06
-0.11 0.03 -0.10
-0.05 0.02 -0.16
0.15 -0.05 0.18
0.21 0.13 0.19
-0.24 0.49 -0.30
1.06 0.31 1.24
-0.18 -0.18 -0.27
0.20 -0.10 0.09
-0.90 -0.75 -0.66
-0.99 -0.76 -0.68
0.73 1.52 0.16
0.33 -0.99 0.14
0.78 0.45 0.03
-1.38 -0.90 0.10
-1.99 -0.06 0.33
-0.62 -0.16 -0.02
0.10 -0.73 0.33
0.10 0.11 0.02
-0.30 -0.08 -0.05
0.41 0.01 -0.03
-0.21 0.41 -0.08
-0.01 -0.09 0.06
-0.13 -0.11 -0.04
-0.02 0.00 0.01
-0.05 -0.01 0.11
-0.15 -0.03 -0.05
-0.02 0.17 0.03
-0.09 0.07 -0.03
0.09 -0.08 -0.03
-0.03 0.04 0.04
0.12 -0.39 -0.36
-0.11 0.08 0.34
0.06 -0.11 -0.12
0.03 0.07 0.17
0.05 -0.33 -0.55
-0.02 0.04 0.03
0.01 0.04 -0.76
0.00 -0.13 -0.51
-0.07 0.37 0.18
-0.12 1.17 -0.88
-0.04 -0.07 0.18
0.09 -0.12 -1.55
-0.01 -0.06 0.94
-0.13 0.21 -0.22
-0.03 -0.01 0.01
-0.04 0.02 -0.02
-0.09 -0.05 0.07
-0.05 -0.12 -0.18
-0.15 0.37 0.27
-0.04 0.00 0.04
-0.02 -0.06 0.01
0.04 -0.03 0.09
0.07 0.04 0.04
0.07 0.03 -0.02
-0.05 -0.02 -0.01
0.91 0.36 -0.02
-1.00 -0.35 0.13
0.95 -0.47 -0.27
0.01 -0.01 -0.02
-0.01 0.04 0.02
0.00 -0.03 -0.05
0.01 -0.14 -0.06
-0.09 0.08 0.12

Results
- HOMO energy: -7.5568 eV
- E_LUMO: -0.66 eV
- Energy above the lowest of the compared OMol25 structures with the same formula, charge and spin: 24.9 kcal per mole
- F_max: 2.02 eV/A
- Spin multiplicity: 1
- Calculated total energy: -151570.6239 eV
- Gap between HOMO and LUMO: 0.2536 hartree